{"formula": "C5H10N2S", "method": "the ωB97M-V functional and the def2-TZVPD basis", "total_energy_ha": -704.18409, "relative_energy_kj_mol": 104.3, "charge": 0, "spin_multiplicity": 1, "symbols": ["C", "C", "C", "C", "C", "H", "H", "H", "H", "H", "H", "H", "H", "H", "H", "N", "N", "S"], "xyz": [[-0.885149, 2.157195, -0.536929], [-0.517501, 1.251539, 0.651449], [1.525467, 0.109588, 0.101858], [-0.688257, -1.034856, 0.107148], [0.001568, -2.387998, 0.039466], [0.060253, 2.459644, -1.052366], [-1.624759, 1.693156, -1.190759], [-1.330056, 3.089628, -0.203261], [-1.440693, 0.961169, 1.207521], [0.169480, 1.841335, 1.302220], [1.903294, 1.006417, 0.619955], [2.158633, -1.533660, -0.743858], [0.770198, -2.509585, 0.815091], [0.415085, -2.427205, -0.972905], [-0.778300, -3.116016, 0.120757], [0.141275, 0.048780, 0.193878], [2.449149, -0.636648, -0.343570], [-2.329692, -0.972480, -0.115693]], "forces_ev_per_a": [[0.66, 0.31, 0.10], [-0.66, 1.86, 0.03], [1.52, 0.17, 0.82], [0.29, -1.17, -1.01], [-0.14, 0.99, -0.10], [-0.83, -0.44, 0.01], [0.40, -0.13, -0.13], [-0.09, 0.12, 0.31], [0.92, 0.29, -0.32], [-0.44, -0.67, -0.23], [-0.36, -0.07, -0.45], [-0.07, 0.51, 0.03], [-0.12, 0.01, -0.35], [0.19, -0.41, 0.18], [-0.17, -0.56, 0.09], [-1.11, -0.46, 0.77], [-0.58, -0.47, -0.15], [0.60, 0.12, 0.41]]}


{"formula": "C24H36Cl2KO26", "method": "the ωB97M-V functional and the def2-TZVPD basis", "total_energy_ha": -4412.25579, "charge": -1, "spin_multiplicity": 1, "symbols": ["K", "Cl", "O", "O", "O", "O", "Cl", "O", "O", "O", "O", "C", "C", "C", "O", "C", "O", "O", "H", "H", "H", "H", "H", "H", "C", "C", "C", "O", "C", "O", "O", "H", "H", "H", "H", "H", "H", "C", "C", "C", "O", "C", "O", "O", "H", "H", "H", "H", "H", "H", "C", "C", "C", "O", "C", "O", "O", "H", "H", "H", "H", "H", "H", "C", "C", "C", "O", "C", "O", "O", "H", "H", "H", "H", "H", "H", "C", "C", "C", "O", "C", "O", "O", "H", "H", "H", "H", "H", "H"], "xyz": [[-0.730295, -1.501997, -1.970066], [-2.112095, -4.561197, -0.137536], [-1.788395, -4.233077, -1.525546], [-1.893795, -6.038567, -0.116726], [-1.191895, -3.808347, 0.617114], [-3.491855, -4.187327, 0.190414], [-1.599095, -0.651037, -5.380346], [-1.819765, -2.078217, -5.191886], [-0.205305, -0.493257, -5.061406], [-1.894675, -0.326827, -6.789316], [-2.382845, 0.276273, -4.566956], [2.075435, 1.367483, 4.260744], [0.889755, 2.241593, 3.881224], [1.195035, 3.284943, 2.879274], [0.824765, 2.699193, 1.627264], [0.188735, 1.529883, 1.833114], [-0.191565, 0.830043, 0.913554], [0.138405, 1.380923, 3.165474], [1.780025, 0.646283, 5.022784], [2.946915, 1.880813, 4.667064], [2.373135, 0.746343, 3.415954], [0.333975, 2.569093, 4.759834], [2.174655, 3.756793, 2.803034], [0.574685, 4.167973, 3.032644], [1.646315, 1.765103, -3.322696], [0.540325, 2.736093, -2.898106], [0.990145, 3.727973, -1.874416], [0.800415, 5.097963, -2.371316], [0.457695, 4.969593, -3.586366], [0.357525, 5.948533, -4.392916], [0.244085, 3.730753, -3.951166], [1.408255, 1.346263, -4.300456], [1.683965, 0.971343, -2.576616], [2.614675, 2.255433, -3.422436], [-0.324305, 2.128603, -2.630796], [2.056965, 3.805893, -1.664836], [0.436275, 3.559713, -0.950826], [4.363565, -3.278127, 2.868844], [3.212805, -2.297017, 2.881084], [2.476065, -2.014347, 1.537464], [1.106565, -2.032097, 1.906684], [1.034265, -2.264407, 3.318224], [-0.027225, -2.268117, 3.955954], [2.176845, -2.724757, 3.741854], [4.771455, -3.489527, 3.857294], [5.169185, -2.804877, 2.307494], [4.118725, -4.161727, 2.279434], [3.456835, -1.366657, 3.393894], [2.567615, -2.900677, 0.909664], [2.809325, -1.160917, 0.946964], [-3.407155, -1.075027, 3.889454], [-3.454505, -0.261277, 2.544964], [-3.590945, -0.896117, 1.228804], [-4.757905, -0.485347, 0.687424], [-5.276625, 0.507203, 1.473344], [-6.278475, 1.219443, 1.243594], [-4.650805, 0.460393, 2.561834], [-4.086765, -1.918017, 4.014354], [-3.574965, -0.515277, 4.809574], [-2.462035, -1.615747, 3.939274], [-2.644555, 0.468143, 2.550894], [-3.534915, -1.984467, 1.207874], [-2.771225, -0.519097, 0.617234], [-2.608545, 4.600003, 2.201604], [-3.216115, 4.480693, 0.766054], [-2.356595, 4.990663, -0.312126], [-2.140895, 3.810443, -1.201886], [-2.849325, 2.748523, -0.601616], [-3.019545, 1.659023, -1.135936], [-3.479875, 3.073023, 0.509854], [-3.287715, 4.279083, 2.991454], [-2.347665, 5.629613, 2.446434], [-1.729475, 3.998003, 2.431674], [-4.173885, 4.991663, 0.667604], [-1.550815, 5.573683, 0.133854], [-2.936585, 5.709903, -0.890416], [2.519535, -5.091727, -4.985786], [2.691165, -4.848567, -3.416616], [4.111255, -4.675627, -3.075496], [4.133375, -3.296867, -2.585566], [2.933575, -2.835837, -2.530856], [2.644355, -1.791747, -2.030616], [2.076115, -3.703677, -3.090406], [3.193015, -5.865957, -5.353336], [2.617145, -4.173207, -5.564486], [1.541775, -5.448017, -5.310046], [2.231825, -5.732767, -2.974686], [4.739385, -4.953327, -3.921926], [4.413065, -5.289597, -2.226936]], "forces_ev_per_a": [[-0.30, -0.36, -0.31], [-1.02, -2.79, -3.56], [-0.69, 0.92, -0.43], [-0.61, 2.17, 1.54], [1.22, 0.73, 2.40], [1.41, -0.60, -0.01], [-0.87, 0.04, -2.60], [-1.16, 0.64, 0.78], [1.22, 0.99, 0.39], [0.70, -0.32, 1.58], [0.39, -1.39, 0.32], [0.70, -0.25, 1.07], [2.54, -0.34, 1.43], [-0.35, 2.57, -1.00], [0.63, 0.52, -0.49], [0.21, 0.04, -1.48], [0.34, 0.98, 2.40], [-4.01, -3.52, -1.69], [-0.22, 0.02, 0.07], [-0.03, 0.27, -0.14], [0.13, 0.33, -0.26], [0.05, 0.22, -0.13], [0.41, -0.88, 0.11], [-0.49, -0.01, -0.06], [-0.46, 0.53, -0.45], [1.20, 0.89, -1.34], [0.70, 0.91, 2.46], [0.05, -1.00, 3.05], [-1.13, 4.14, -5.89], [0.24, -3.30, 2.80], [-0.51, -2.11, -0.94], [-0.22, -0.25, 0.16], [0.22, -0.10, -0.08], [0.02, 0.08, 0.24], [-0.43, 0.68, -0.19], [0.07, -1.04, 0.09], [0.11, 0.52, 0.11], [0.16, 0.62, -0.79], [0.37, 0.96, -0.02], [0.32, -1.94, 0.29], [-0.26, 1.22, 2.60], [-4.95, -0.99, -0.99], [3.48, 0.58, -1.96], [0.17, -0.72, 0.91], [-0.36, -0.18, -0.04], [0.16, 0.13, -0.03], [-0.17, -0.23, 0.44], [0.93, 0.34, -0.54], [0.40, 0.00, -0.30], [-0.29, 0.28, 0.41], [0.53, -0.88, -0.81], [-0.03, -0.30, 3.23], [3.25, -2.49, -1.23], [-3.08, 1.78, -1.43], [-4.46, 0.58, -3.44], [3.20, -2.23, 0.31], [0.28, 2.63, 4.40], [-0.66, 0.16, -0.84], [0.34, 0.64, -0.36], [0.41, 0.46, 0.11], [0.17, -0.08, 0.13], [-0.05, -0.06, 0.17], [0.15, -0.15, -0.32], [-0.65, 0.12, 0.06], [-0.83, -0.92, 2.90], [-0.33, -0.08, -1.92], [-0.28, 0.15, 2.48], [-0.62, -2.49, -3.18], [1.34, 2.49, 1.15], [0.75, 1.56, 0.27], [-0.50, 0.04, -0.31], [-0.03, 0.17, -0.24], [0.25, -0.15, -0.86], [-0.13, -0.16, 0.67], [1.01, -0.83, -0.67], [0.23, -0.09, -0.34], [-0.36, 0.01, 0.43], [-0.83, -3.50, -4.25], [1.01, -0.04, 1.45], [3.18, -1.51, -0.73], [-1.65, 0.57, 0.07], [-0.59, 0.43, 0.08], [-2.05, 2.61, 1.38], [0.38, 0.15, 0.14], [0.55, 0.16, 0.21], [-0.31, -0.01, 0.69], [-0.08, 0.26, 0.58], [0.39, 1.00, 0.09], [0.08, 0.00, 0.00]]}


{"formula": "C3H9O2S", "method": "the ωB97M-V functional and the def2-TZVPD basis", "total_energy_ha": -668.00905, "relative_energy_kj_mol": 154.1, "charge": 1, "spin_multiplicity": 1, "symbols": ["C", "C", "C", "O", "O", "S", "H", "H", "H", "H", "H", "H", "H", "H", "H"], "xyz": [[-2.281344, 0.154320, 0.178737], [1.285196, 1.337580, -0.007732], [1.021426, -1.588635, -0.092838], [-0.996389, 0.227507, -0.470691], [-0.110144, 0.161786, 1.763110], [0.211997, -0.002926, 0.418594], [-2.492146, 0.975231, 0.813646], [-2.526541, -0.799845, 0.823383], [-2.860402, 0.114394, -0.796673], [1.520775, 1.234232, -1.117920], [2.198569, 1.503845, 0.705202], [0.632582, 2.183061, 0.220202], [2.068626, -1.531979, -0.304534], [0.502102, -1.629968, -0.977516], [0.886670, -2.434831, 0.611192]], "forces_ev_per_a": [[-2.92, -2.79, -1.16], [1.20, 0.18, -0.69], [-0.48, 0.65, 2.04], [0.76, -0.51, -0.57], [-0.75, -0.59, 2.82], [3.82, 0.28, 0.12], [0.10, 1.09, 0.18], [1.10, 1.57, -1.56], [-0.16, 0.24, 1.82], [-0.02, 0.53, 1.50], [-1.60, -1.09, -1.43], [-0.04, 0.13, -0.45], [0.66, 0.82, 0.10], [-1.09, -1.27, -2.38], [-0.57, 0.77, -0.34]]}


| no. | E_LUMO (Ha) | largest force on an atom (eV/Å) | HOMO-LUMO gap (eV) |
| --- | --- | --- | --- |
| 1 | 0.0004 | 1.97 | 8.71 |
| 2 | 0.0487 | 7.28 | 7.88 |
| 3 | -0.1132 | 4.20 | 13.29 |